{
  "formula": "C20H56N2O9S7",
  "method": "ωB97M-V/def2-TZVPD",
  "elements": ["C", "C", "O", "N", "C", "H", "H", "H", "H", "H", "H", "H", "C", "C", "O", "N", "C", "H", "H", "H", "H", "H", "H", "H", "C", "S", "O", "C", "H", "H", "H", "H", "H", "H", "C", "S", "O", "C", "H", "H", "H", "H", "H", "H", "C", "S", "O", "C", "H", "H", "H", "H", "H", "H", "C", "S", "O", "C", "H", "H", "H", "H", "H", "H", "C", "S", "O", "C", "H", "H", "H", "H", "H", "H", "C", "S", "O", "C", "H", "H", "H", "H", "H", "H", "C", "S", "O", "C", "H", "H", "H", "H", "H", "H"],
  "xyz": [[20.834, 12.483, 14.663], [19.457, 12.090, 15.093], [18.651, 11.590, 14.296], [19.074, 12.396, 16.378], [17.816, 11.888, 16.804], [21.242, 13.410, 15.117], [20.935, 12.485, 13.577], [21.397, 11.597, 15.048], [19.745, 12.813, 16.998], [17.229, 11.537, 15.973], [17.175, 12.608, 17.229], [17.921, 11.092, 17.543], [17.386, 14.106, 11.835], [16.679, 12.854, 11.291], [15.644, 12.919, 10.678], [17.270, 11.710, 11.689], [16.580, 10.456, 11.420], [17.377, 14.946, 11.119], [18.468, 14.027, 12.164], [16.818, 14.441, 12.665], [17.973, 11.759, 12.398], [16.198, 10.551, 10.416], [15.783, 10.348, 12.119], [17.315, 9.620, 11.449], [12.117, 16.352, 9.329], [10.802, 17.519, 9.230], [10.770, 18.073, 7.825], [9.423, 16.295, 9.384], [12.001, 15.871, 8.327], [12.030, 15.701, 10.182], [13.075, 16.863, 9.264], [9.929, 15.399, 9.121], [8.585, 16.609, 8.748], [9.200, 16.278, 10.471], [16.902, 6.569, 16.535], [16.544, 7.297, 14.948], [15.331, 8.162, 15.070], [18.057, 8.354, 14.867], [16.017, 5.958, 16.746], [16.972, 7.372, 17.262], [17.791, 6.060, 16.376], [19.036, 7.866, 14.966], [17.942, 9.160, 15.606], [17.901, 8.817, 13.898], [14.109, 11.727, 18.503], [15.051, 10.345, 17.779], [16.034, 9.884, 18.818], [13.703, 9.170, 17.766], [13.575, 11.304, 19.328], [13.384, 11.922, 17.771], [14.573, 12.702, 18.764], [13.245, 9.161, 18.789], [14.095, 8.211, 17.516], [13.153, 9.478, 16.879], [12.119, 8.059, 13.963], [12.758, 8.109, 12.338], [13.572, 9.345, 12.227], [14.004, 6.847, 12.357], [11.492, 8.910, 14.069], [12.978, 8.123, 14.695], [11.625, 7.127, 14.071], [14.068, 6.416, 11.385], [13.808, 5.994, 13.051], [14.968, 7.268, 12.560], [8.485, 12.125, 11.782], [8.787, 10.919, 10.428], [7.735, 9.871, 10.615], [8.251, 11.937, 9.021], [8.631, 11.534, 12.660], [7.463, 12.481, 11.750], [9.266, 12.894, 11.633], [8.895, 12.821, 8.948], [7.202, 12.198, 9.054], [8.334, 11.350, 8.099], [12.781, 11.041, 9.805], [12.095, 12.329, 8.854], [11.672, 13.297, 9.911], [13.493, 12.911, 8.111], [13.391, 10.303, 9.277], [12.000, 10.750, 10.478], [13.478, 11.552, 10.469], [13.632, 12.615, 7.088], [14.326, 12.676, 8.684], [13.494, 14.008, 8.164], [12.010, 12.584, 13.046], [12.541, 12.646, 14.674], [12.104, 11.287, 15.278], [14.249, 12.562, 14.254], [12.546, 11.799, 12.623], [12.070, 13.471, 12.482], [10.938, 12.458, 13.243], [14.822, 12.599, 15.145], [14.394, 13.482, 13.749], [14.491, 11.715, 13.737]],
  "forces_ev_per_a": [[0.9, -0.9, 0.8], [-1.6, 1.3, -0.4], [1.0, 0.0, 0.5], [0.8, -0.4, -1.9], [-0.4, -1.0, 0.9], [-0.4, -0.6, -0.2], [-0.2, 0.1, 0.2], [0.3, 0.8, -0.4], [-0.1, -0.1, 0.1], [0.3, -0.4, -0.5], [-0.5, 1.3, 0.8], [0.0, -0.1, -0.1], [1.5, 0.5, -1.0], [2.0, 0.6, 1.7], [-1.1, 0.1, -1.0], [-0.5, -0.1, -0.8], [1.5, 0.1, -0.2], [-0.2, -0.5, 0.0], [-1.3, -0.5, -0.4], [-0.6, 0.3, 1.0], [0.3, -0.1, 0.4], [-0.4, -0.3, -0.3], [-0.7, -0.6, 0.4], [-0.6, 0.5, 0.1], [0.3, -0.1, -2.0], [-1.3, 1.7, -0.2], [0.2, -0.7, 0.8], [0.8, 1.2, 0.9], [0.2, -0.4, 0.9], [0.0, -0.4, 0.1], [-0.1, 0.2, 0.4], [-0.3, -1.2, -0.5], [0.4, -0.2, 0.3], [-0.2, -0.1, -0.7], [-2.4, 1.3, 0.0], [0.7, -0.1, -0.4], [0.6, 0.1, 0.3], [-1.2, 0.6, 0.1], [0.5, -0.2, 0.2], [0.2, 0.0, 0.3], [1.6, -1.3, 0.1], [-0.6, -0.2, -0.1], [0.0, -0.3, 0.0], [0.5, 0.2, -0.2], [0.4, -0.1, 0.3], [1.0, 0.4, 0.5], [-0.1, 0.0, -0.3], [-0.1, 0.8, 0.6], [-0.2, 0.0, 0.9], [-1.2, 0.4, -1.2], [0.4, -1.1, -0.2], [-0.1, 0.0, -1.2], [0.6, -0.6, 0.0], [-0.9, 0.2, 0.4], [2.3, -0.1, 1.3], [0.0, 0.2, -1.0], [0.1, 1.0, -0.2], [-0.2, -1.8, 1.0], [-0.7, 0.7, 0.2], [-0.9, 0.0, -0.8], [-0.8, -0.8, 0.2], [-0.2, -0.2, -0.9], [0.0, 0.8, -0.3], [0.3, 0.6, 0.5], [0.8, 0.0, -1.6], [-1.0, 0.1, 0.2], [0.4, 0.1, -0.2], [0.3, 0.0, -0.4], [0.3, -0.2, 0.7], [-0.1, 0.2, -0.2], [-0.6, -0.1, 0.4], [-0.1, -0.2, 0.0], [-0.3, 0.2, 0.6], [0.4, -0.1, 0.3], [1.4, 0.3, 0.8], [-2.9, -0.9, 0.0], [-0.2, 0.6, 0.3], [1.4, 2.3, -1.2], [-0.7, -0.2, 0.0], [-0.5, -1.0, -0.1], [0.3, 0.2, 0.0], [-0.2, -0.3, -0.5], [1.8, -0.7, 1.0], [-0.4, -0.2, -0.3], [-2.4, 0.5, 0.6], [-0.2, -1.6, 2.6], [0.7, 1.8, -0.8], [-0.5, 1.6, 1.8], [0.3, -1.7, -1.2], [0.6, 1.2, -0.6], [0.1, -0.7, -0.8], [0.6, 0.0, 1.0], [0.5, 0.8, -0.9], [0.4, -2.2, -1.7]],
  "lowdin_charge": [0.00, -0.52, -0.01, 0.03, -0.11, 0.09, 0.08, 0.10, 0.14, 0.06, 0.07, 0.08, 0.00, -0.56, 0.04, 0.02, -0.05, 0.08, 0.09, 0.05, 0.07, 0.08, 0.05, 0.10, -0.31, 0.80, -0.57, -0.23, 0.06, 0.04, 0.06, 0.00, 0.06, 0.06, -0.25, 0.82, -0.55, -0.22, 0.06, 0.06, 0.02, 0.07, 0.04, 0.02, -0.23, 0.79, -0.57, -0.24, 0.04, 0.00, 0.08, 0.08, 0.02, 0.03, -0.26, 0.83, -0.55, -0.26, 0.03, 0.06, 0.04, 0.03, 0.08, 0.01, -0.24, 0.81, -0.57, -0.26, 0.03, 0.05, 0.04, 0.03, 0.05, 0.05, -0.28, 0.80, -0.55, -0.28, 0.08, 0.02, 0.03, 0.06, 0.01, 0.07, -0.28, 0.86, -0.56, -0.24, 0.02, 0.05, 0.05, 0.03, 0.05, 0.03],
  "charge": 0,
  "gap_ev": 8.64,
  "multiplicity": 1,
  "homo_energy_ev": -8.408,
  "largest_force_ev_per_a": 3.050,
  "e_above_lowest_kcal_mol": 0.0
}

---

{
  "formula": "C20H57BF4NO16",
  "method": "ωB97M-V/def2-TZVPD",
  "elements": ["B", "F", "F", "F", "F", "C", "O", "C", "C", "N", "C", "C", "O", "C", "H", "H", "H", "H", "H", "H", "H", "H", "H", "H", "H", "H", "H", "H", "H", "C", "C", "O", "O", "H", "H", "H", "H", "H", "H", "C", "C", "O", "O", "H", "H", "H", "H", "H", "H", "C", "C", "O", "O", "H", "H", "H", "H", "H", "H", "C", "C", "O", "O", "H", "H", "H", "H", "H", "H", "C", "C", "O", "O", "H", "H", "H", "H", "H", "H", "C", "C", "O", "O", "H", "H", "H", "H", "H", "H", "C", "C", "O", "O", "H", "H", "H", "H", "H", "H"],
  "xyz": [[-1.259, 0.233, -1.043], [-1.649, -0.050, -2.351], [-0.067, -0.358, -0.683], [-0.992, 1.635, -0.897], [-2.263, -0.076, -0.099], [4.468, 1.712, 1.170], [4.412, 0.308, 1.089], [3.385, -0.220, 0.292], [3.285, -1.755, 0.311], [4.666, -2.275, 0.224], [4.769, -3.752, 0.440], [4.496, -4.184, 1.888], [5.574, -3.830, 2.711], [5.605, -4.476, 3.946], [4.255, 2.300, 0.271], [5.376, 2.040, 1.666], [3.580, 1.990, 1.755], [3.611, 0.064, -0.742], [2.420, 0.203, 0.596], [2.809, -1.981, -0.645], [2.641, -2.152, 1.093], [4.877, -2.226, -0.768], [5.755, -4.105, 0.143], [3.995, -4.297, -0.114], [4.371, -5.277, 1.896], [3.522, -3.911, 2.312], [5.006, -4.020, 4.738], [6.642, -4.644, 4.240], [5.239, -5.506, 3.831], [-6.688, -2.042, -1.227], [-5.362, -1.585, -0.601], [-4.212, -1.962, -1.290], [-6.797, -1.465, -2.537], [-7.452, -1.688, -0.535], [-6.721, -3.131, -1.310], [-5.360, -2.228, 0.294], [-5.483, -0.564, -0.233], [-3.482, -1.434, -0.944], [-5.885, -1.463, -2.854], [2.155, 2.711, -2.216], [3.435, 3.138, -2.941], [3.265, 3.317, -4.324], [1.741, 1.432, -2.596], [1.338, 3.424, -2.078], [2.550, 2.646, -1.189], [4.229, 2.413, -2.705], [3.957, 3.980, -2.466], [3.945, 3.952, -4.564], [1.142, 1.099, -1.922], [0.834, -3.057, -2.400], [1.885, -4.000, -3.003], [2.177, -3.911, -4.376], [0.692, -3.161, -0.981], [-0.196, -3.024, -2.760], [1.230, -2.047, -2.570], [1.446, -4.990, -2.854], [2.835, -4.023, -2.465], [2.916, -3.386, -4.684], [0.214, -2.382, -0.686], [-1.301, 3.127, 4.034], [0.038, 3.148, 3.257], [-0.116, 3.225, 1.892], [-2.353, 2.395, 3.401], [-1.836, 4.079, 3.908], [-1.193, 2.903, 5.095], [0.653, 2.284, 3.544], [0.586, 4.010, 3.649], [-0.879, 2.688, 1.646], [-2.619, 2.908, 2.621], [-4.523, 2.620, 0.505], [-5.077, 1.790, 1.630], [-5.296, 2.534, 2.837], [-3.140, 2.956, 0.787], [-5.008, 3.593, 0.406], [-4.661, 2.165, -0.478], [-4.341, 1.022, 1.872], [-6.010, 1.345, 1.281], [-4.532, 2.487, 3.422], [-2.659, 2.259, 0.322], [-1.883, -0.948, 2.695], [-2.240, -1.468, 4.069], [-2.309, -0.376, 5.002], [-0.534, -0.517, 2.577], [-2.531, -0.062, 2.686], [-2.195, -1.481, 1.797], [-1.567, -2.246, 4.440], [-3.219, -1.951, 4.046], [-1.876, 0.371, 4.574], [-0.339, -0.314, 1.656], [-1.540, 2.140, -4.301], [-0.915, 3.501, -4.038], [0.310, 3.622, -4.692], [-0.522, 1.115, -4.202], [-2.033, 2.273, -5.269], [-2.285, 1.916, -3.537], [-0.928, 3.586, -2.942], [-1.639, 4.280, -4.313], [0.544, 4.552, -4.616], [-0.912, 0.513, -3.516]],
  "forces_ev_per_a": [[0.2, 2.1, 0.6], [-0.7, -1.0, 1.2], [0.5, -1.2, 0.1], [-0.6, -0.2, -0.3], [-0.3, -0.4, -0.4], [-2.0, 0.0, 0.6], [1.1, -0.3, 0.2], [-0.2, 0.2, -0.2], [0.9, 0.9, -0.9], [0.0, -1.8, 0.1], [-1.4, 0.7, 1.2], [0.1, -0.7, -0.2], [0.3, 0.5, 0.1], [0.0, -1.3, -0.2], [0.7, -0.5, -0.7], [0.1, -0.2, -0.1], [0.2, 0.4, 0.5], [-0.3, 0.2, -0.2], [-0.1, 0.1, -0.2], [-0.6, -0.1, 0.3], [0.5, -0.1, 0.3], [0.3, 0.6, 0.0], [0.0, 0.1, 0.0], [0.0, 0.0, -0.4], [0.4, -0.2, -0.2], [0.0, 0.9, -0.2], [0.1, 0.3, -0.1], [0.0, 0.6, 0.2], [-0.3, -0.1, 0.0], [1.6, 0.7, -1.0], [-1.4, -2.0, 2.2], [0.0, 0.6, -1.0], [-0.4, -0.1, 0.5], [-0.3, 0.0, -0.4], [0.0, -0.1, 0.1], [-0.1, 0.4, 0.6], [0.6, 0.3, -0.6], [0.1, 0.1, -0.1], [0.0, 0.0, -0.2], [1.3, 0.0, 1.6], [0.1, -0.4, 0.7], [0.4, 0.5, -0.2], [0.4, -0.1, -0.4], [0.0, 0.2, -0.9], [0.0, 0.0, 0.3], [-0.5, -0.8, -0.4], [-1.0, 0.7, 0.0], [-0.1, -0.1, -0.4], [-0.2, 0.1, 0.0], [0.5, 2.7, 0.3], [-0.4, -1.4, 0.7], [-1.2, -0.2, -0.9], [0.6, -1.3, 0.1], [0.3, -0.8, -1.0], [-0.1, 0.2, -0.3], [0.3, -0.3, -0.2], [-0.2, 0.5, 0.6], [0.1, 0.4, 0.8], [0.0, 0.2, -0.1], [-1.1, 1.8, -1.3], [-0.1, -0.7, 1.9], [-0.2, 0.4, -0.8], [0.3, -1.8, 0.2], [1.4, 0.9, 0.9], [-0.1, -0.4, -0.1], [-0.2, -0.2, -0.1], [0.0, 0.2, -0.3], [0.2, -0.1, -0.2], [-0.1, -0.2, -0.3], [0.4, 1.3, 0.3], [0.3, 0.2, 0.6], [-0.6, 0.1, -0.6], [-0.6, -0.5, -0.7], [-0.4, -0.1, 0.4], [0.4, -0.4, 0.1], [-0.2, -0.4, -0.3], [-0.2, -0.1, 0.4], [0.2, -0.3, -0.2], [0.6, 0.1, 0.0], [-0.8, 1.3, -0.4], [0.3, -0.4, 0.2], [0.1, -0.5, -0.2], [0.2, -0.4, 0.6], [0.0, 0.2, -0.4], [0.1, -0.8, 0.5], [0.3, 0.2, 0.0], [-0.2, 0.2, -0.2], [0.0, 0.1, 0.0], [-0.2, 0.0, -0.1], [1.2, -0.1, -0.1], [-1.5, -0.3, 1.3], [0.0, 0.4, 0.0], [-1.7, 0.4, -0.3], [0.1, -1.0, -0.3], [-0.3, 0.4, -0.1], [1.1, 0.1, 0.1], [0.0, 0.0, -0.5], [0.4, -0.1, -0.1], [1.0, 0.7, -1.3]],
  "lowdin_charge": [-1.23, 0.15, 0.15, 0.10, 0.12, -0.11, -0.18, -0.22, -0.17, -0.04, -0.18, -0.24, -0.17, -0.13, 0.07, 0.08, 0.08, 0.12, 0.12, 0.09, 0.12, 0.10, 0.12, 0.10, 0.11, 0.12, 0.09, 0.08, 0.08, -0.23, -0.28, -0.04, -0.08, 0.11, 0.11, 0.12, 0.11, 0.06, 0.07, -0.25, -0.26, -0.05, -0.04, 0.11, 0.09, 0.11, 0.11, 0.08, 0.05, -0.23, -0.24, -0.06, -0.10, 0.13, 0.11, 0.12, 0.11, 0.08, 0.05, -0.19, -0.27, -0.04, -0.12, 0.12, 0.12, 0.11, 0.12, 0.06, 0.05, -0.20, -0.24, -0.06, -0.08, 0.12, 0.12, 0.11, 0.11, 0.06, 0.06, -0.25, -0.22, -0.07, -0.05, 0.09, 0.11, 0.11, 0.11, 0.05, 0.06, -0.23, -0.29, -0.04, -0.08, 0.11, 0.11, 0.10, 0.11, 0.09, 0.03],
  "charge": -1,
  "gap_ev": 9.11,
  "multiplicity": 1,
  "homo_energy_ev": -6.592,
  "largest_force_ev_per_a": 3.295,
  "e_above_lowest_kcal_mol": 40.8
}